C5H13N | ωB97M-V with the def2-TZVPD basis set

Geometry as ORCA input:
```
! RIJCOSX wB97M-V def2-TZVPD def2/J DEFGRID3
* xyz 0 1
N -4.9343 0.4741 -0.3098
C -3.8279 -0.9383 -2.1630
C 3.4364 -0.2294 1.1589
C 1.8134 -0.3123 1.0243
C 4.0529 1.0593 0.4241
C -3.8060 -0.3308 -0.8937
H 5.2036 1.0267 0.3474
H 1.3785 -0.9396 0.3171
H 3.7168 -1.2775 0.6360
H -5.4264 0.9162 -1.0502
H 1.2928 0.7090 0.8379
H 3.5909 -0.3004 2.2298
H -3.4033 -0.7581 -0.0264
H 3.8724 1.9478 1.1118
H 1.3477 -0.8133 2.0141
H -3.9322 -0.4205 -3.1334
H -3.4174 -1.9086 -2.3668
H -4.5796 0.9654 0.4788
H 3.6217 1.1302 -0.6370
*
```

Computed properties:
E   -252.9358 hartree
Frontier orbital gap   9.17 eV
Structure (SMILES)   C=CN.CCC
HOMO   -8.3 eV
ΔE to the lowest compared entry with this formula, charge and spin   334.2 kJ/mol

Atom charges from the natural (NBO) analysis, given in e for atoms 1 to 8: -0.81, -0.52, -0.40, -0.62, -0.63, 0.01, 0.21, 0.20



C34H47N2O9P3Ti | ωB97M-V with the def2-TZVPD basis set

Geometry as ORCA input:
```
! RIJCOSX wB97M-V def2-TZVPD def2/J DEFGRID3
* xyz 0 1
Ti -0.4748 -0.1665 -0.3450
P 1.1011 2.7864 -0.1783
P -2.2202 -2.2649 -1.4919
P -2.6195 0.3915 -2.2519
O 0.8212 -0.9475 -1.3072
O -1.8670 -1.5411 -0.2026
O -3.0783 -3.5745 -1.0933
O -4.6024 -0.9344 -1.3715
O -1.2077 0.2766 -2.9621
O -1.1957 -2.5172 -2.5267
O -3.4301 1.3911 -3.1963
O -2.4014 0.9533 -0.8979
O 2.6263 -1.7746 -2.2839
N 0.5652 -3.5697 -0.1409
N 0.2541 1.4711 -0.1667
C -0.9747 -6.3256 1.6604
C -3.0690 -1.3353 4.3702
C -3.9883 -1.7028 -3.6173
C 0.5936 3.8415 -1.6939
C 2.9751 2.4265 -0.2887
C 1.3133 -3.3714 -1.1832
C 1.5657 -1.8230 3.1289
C -0.9393 3.8281 -1.7998
C 1.2973 -1.1850 1.9024
C -1.8058 -1.7565 4.6735
C -2.2592 -0.2463 2.3801
C -0.9593 -0.7834 2.5911
C 1.0992 5.2813 -1.7452
C 0.6869 -5.9588 -0.5607
C 0.7439 3.7525 1.4313
C 1.1272 3.0656 -2.9073
C 0.2340 -4.8432 0.1884
C -3.2918 -0.5491 3.2215
C -0.5235 -7.4351 0.9162
C 3.8732 3.6137 -0.6287
C -3.5268 -1.2086 -2.2591
C 0.6742 2.7400 2.5851
C 0.0645 -0.6565 1.5991
C 1.8410 -4.4163 -1.9772
C 0.5752 -1.9992 4.0521
C 0.2839 -7.2556 -0.1725
C 1.5233 -5.7040 -1.6699
C -0.6710 4.3251 1.2726
C -0.7225 -1.5018 3.7973
C 3.3541 1.8682 1.0915
C 1.6332 -1.9483 -1.6172
C -0.6088 -5.0559 1.3070
C 1.7063 4.8906 1.7640
C 3.2027 1.2921 -1.2974
H -1.3505 3.5503 0.9138
H -3.1344 -2.0656 -4.1899
H 0.0853 3.1626 3.4021
H 0.1892 1.8237 2.2502
H -4.0376 1.9561 -2.6965
H -0.8222 -8.4333 1.2090
H 0.6600 3.4384 -3.8217
H 0.8917 2.0049 -2.8074
H -1.4055 4.6232 -1.2232
H 3.7448 3.9402 -1.6604
H -4.6692 -2.5393 -3.4624
H -0.9450 -4.1852 1.8528
H 0.6410 -8.1079 -0.7380
H 2.1000 -1.1368 1.1719
H 4.9140 3.2995 -0.5160
H -1.0318 4.6791 2.2405
H -1.2350 3.9623 -2.8433
H -4.7477 -1.7144 -0.8203
H 3.4329 2.6536 1.8411
H 4.1330 0.7738 -1.0566
H -0.6837 5.1724 0.5888
H 2.5597 -2.2113 3.3165
H 3.7048 4.4641 0.0323
H -1.0918 -0.3379 -3.7027
H 0.6614 5.8929 -0.9556
H 1.3136 5.4440 2.6208
H -1.6182 -2.3212 5.5798
H -4.2881 -0.1794 3.0127
H -3.9006 -1.5827 5.0178
H 2.1842 5.3444 -1.6740
H 3.2933 1.6472 -2.3208
H 0.7657 -2.5305 4.9773
H 2.6161 1.1310 1.4119
H 4.3276 1.3780 1.0271
H -1.3258 2.8719 -1.4565
H 2.2032 3.1840 -3.0188
H -2.6140 -4.0925 -0.4121
H -4.5082 -0.9196 -4.1677
H 2.3931 0.5714 -1.2476
H 1.6536 2.4862 2.9845
H 2.4754 -4.1574 -2.8122
H 1.8085 5.5896 0.9324
H -1.6018 -6.4856 2.5282
H 2.6965 4.5286 2.0366
H -2.4241 0.3960 1.5220
H 1.8878 -6.5326 -2.2650
H 0.8002 5.7208 -2.7004
*
```

Computed properties:
E   -3984.3511 hartree
Frontier orbital gap   7.66 eV
HOMO   -7.5 eV
ΔE to the lowest compared entry with this formula, charge and spin   172.5 kJ/mol

Atom charges from the Mulliken analysis, given in e for atoms 1 to 8: -0.01, -0.93, 0.42, 0.50, 0.75, 0.23, -0.63, -0.62



C4H7NO | ωB97M-V with the def2-TZVPD basis set

Geometry as ORCA input:
```
! RIJCOSX wB97M-V def2-TZVPD def2/J DEFGRID3
* xyz 0 1
O 0.8236 1.8051 0.9442
N -0.4633 0.2798 -0.0829
C 0.7364 0.7757 0.3049
C 1.8934 -0.0396 -0.2222
C -1.7854 0.3819 0.3369
C -1.1177 -0.9349 -0.3287
H -1.0430 -1.2343 -1.3931
H 2.7583 0.6166 -0.3134
H 2.1246 -0.8541 0.4719
H -1.1323 -1.7973 0.3289
H 1.6479 -0.4835 -1.1943
H -1.9013 0.6185 1.4145
H -2.5411 0.8661 -0.2667
*
```

Computed properties:
E   -286.5464 hartree
Frontier orbital gap   10.50 eV
Structure (SMILES)   CC(=O)N1CC1
HOMO   -9.6 eV
ΔE to the lowest compared entry with this formula, charge and spin   223.8 kJ/mol

Atom charges from the natural (NBO) analysis, given in e for atoms 1 to 8: -0.59, -0.45, 0.69, -0.71, -0.20, -0.23, 0.20, 0.24